{"formula": "C39H35BrN7O3TeZn", "method": "the ωB97M-V functional and the def2-TZVPD basis", "largest_force_ev_per_a": 1.86, "mol_weight_g_mol": 922.65, "charge": 1, "species": ["Zn", "Br", "C", "C", "C", "C", "C", "N", "C", "O", "O", "H", "H", "H", "C", "C", "N", "H", "H", "H", "C", "C", "N", "C", "C", "N", "C", "N", "N", "N", "C", "C", "C", "C", "C", "C", "H", "H", "H", "H", "H", "H", "H", "H", "H", "H", "H", "Te", "C", "C", "C", "C", "C", "C", "C", "C", "C", "C", "C", "C", "H", "H", "H", "H", "H", "H", "H", "H", "H", "H", "C", "C", "O", "C", "C", "C", "C", "C", "C", "H", "H", "H", "H", "H", "H", "H", "H"], "coordinates": [[-0.5631, -0.3039, -0.1436], [2.4003, -1.7174, 2.1741], [2.8699, -0.5153, 0.7753], [4.2051, -0.3536, 0.4399], [4.5120, 0.5408, -0.5776], [3.4810, 1.2504, -1.1712], [2.1792, 0.9971, -0.7611], [1.8743, 0.1114, 0.1848], [0.9999, 1.6998, -1.4117], [1.1449, 2.7879, -1.9172], [-0.0914, 1.0235, -1.3550], [4.9744, -0.8912, 0.9684], [5.5363, 0.6782, -0.8963], [3.6398, 1.9880, -1.9423], [-4.5018, -2.6915, -0.5614], [-3.3340, -1.8976, -0.4011], [-2.3827, -1.2703, -0.2678], [-4.3004, -3.4736, -1.2955], [-5.3367, -2.0772, -0.9039], [-4.7666, -3.1521, 0.3914], [1.7447, -1.9595, -2.3397], [1.1513, -2.6602, -1.1777], [0.1951, -2.1565, -0.4118], [-0.1139, -3.1083, 0.5149], [0.6648, -4.1968, 0.3080], [1.4662, -3.9061, -0.7625], [2.4702, -4.8550, -1.2285], [2.9452, -4.6272, -2.5464], [2.2500, -5.0429, -3.6335], [2.9006, -4.8206, -4.6846], [4.0980, -4.2407, -4.3682], [5.1740, -3.8245, -5.1520], [6.2490, -3.2712, -4.4962], [6.2670, -3.1134, -3.1037], [5.2213, -3.5259, -2.3064], [4.1400, -4.1019, -2.9600], [1.2720, -0.9864, -2.4421], [1.5627, -2.5193, -3.2586], [2.8216, -1.8255, -2.2252], [-0.8561, -2.9455, 1.2661], [0.7419, -5.1221, 0.8354], [2.0056, -5.8495, -1.1945], [3.3223, -4.8328, -0.5351], [5.1456, -3.9412, -6.2231], [7.1093, -2.9495, -5.0645], [7.1308, -2.6538, -2.6472], [5.2490, -3.4152, -1.2318], [-2.6237, 1.9337, -1.0096], [-2.0815, 3.8263, -0.1513], [-1.3977, 4.7397, -0.9368], [-1.0838, 5.9919, -0.4338], [-1.4507, 6.3330, 0.8576], [-2.1308, 5.4191, 1.6440], [-2.4465, 4.1658, 1.1447], [-4.7347, 2.3827, -0.7813], [-5.4071, 2.8410, -1.9033], [-6.7599, 3.1249, -1.8540], [-7.4544, 2.9565, -0.6668], [-6.7882, 2.5086, 0.4607], [-5.4357, 2.2165, 0.4029], [-1.1048, 4.4681, -1.9397], [-0.5624, 6.7006, -1.0586], [-1.2093, 7.3105, 1.2491], [-2.4228, 5.6864, 2.6506], [-2.9903, 3.4646, 1.7645], [-4.8594, 2.9798, -2.8247], [-7.2684, 3.4763, -2.7389], [-8.5097, 3.1753, -0.6209], [-7.3263, 2.3803, 1.3897], [-4.9272, 1.8563, 1.2880], [0.2665, 2.2764, 2.1447], [-0.2784, 0.9512, 2.5647], [-0.6611, 0.1103, 1.7440], [-0.3396, 0.6428, 3.9956], [-0.6340, -0.6713, 4.3840], [-0.6914, -1.0166, 5.7190], [-0.4640, -0.0511, 6.6891], [-0.1507, 1.2488, 6.3184], [-0.0853, 1.6016, 4.9840], [0.3330, 2.3291, 1.0605], [1.2500, 2.4383, 2.5810], [-0.3919, 3.0776, 2.4798], [-0.8010, -1.4115, 3.6171], [-0.9067, -2.0344, 6.0058], [-0.5326, -0.3134, 7.7340], [0.0480, 1.9885, 7.0781], [0.1488, 2.6178, 4.7086]], "atomic_forces_ev_per_a": [[0.30, -0.47, -0.04], [0.21, 0.12, 0.02], [0.08, -0.01, 0.07], [0.01, 0.04, -0.04], [-0.22, -0.03, 0.05], [-0.17, 0.04, 0.02], [0.31, 0.22, -0.22], [0.26, 0.01, 0.18], [0.54, 0.03, 0.09], [0.11, 0.11, -0.14], [-0.11, 0.48, -0.76], [0.05, -0.11, 0.04], [0.02, 0.04, 0.05], [0.06, 0.04, -0.05], [-0.89, -0.60, -0.17], [1.24, 0.89, 0.21], [-1.00, -0.47, -0.06], [-0.09, 0.02, 0.04], [0.07, -0.02, 0.01], [0.00, 0.01, -0.06], [0.03, 0.06, -0.21], [0.11, 0.28, -0.18], [0.37, -0.48, -0.25], [0.11, -0.59, 0.01], [-0.36, 0.03, 0.33], [-0.21, 0.26, -0.05], [0.10, -0.51, 0.15], [0.72, 0.34, -0.24], [-1.06, -0.52, 0.61], [-0.04, -0.05, -0.92], [0.43, 0.35, 1.34], [-0.17, -0.06, 0.04], [0.06, 0.02, -0.26], [-0.04, 0.00, 0.16], [0.07, 0.03, 0.15], [-0.01, -0.10, -0.78], [-0.01, 0.02, 0.01], [0.04, 0.04, 0.00], [0.00, 0.05, -0.02], [-0.19, 0.02, 0.23], [-0.02, -0.29, 0.13], [0.15, 0.26, 0.02], [-0.17, -0.02, -0.25], [0.05, 0.00, -0.12], [0.02, 0.05, -0.04], [0.08, -0.01, 0.06], [0.04, 0.04, 0.09], [-1.38, 1.20, 0.31], [0.01, -0.49, -0.28], [0.07, -0.08, -0.16], [0.01, 0.05, 0.07], [0.10, 0.10, -0.09], [-0.08, -0.02, 0.16], [-0.09, -0.11, 0.00], [0.70, -0.27, -0.09], [0.16, 0.02, -0.27], [-0.12, 0.01, 0.06], [-0.02, 0.04, -0.07], [-0.11, -0.02, 0.14], [0.17, -0.13, 0.19], [0.04, 0.02, -0.08], [0.07, 0.07, -0.04], [0.00, 0.07, 0.03], [-0.04, 0.00, 0.05], [-0.03, -0.05, 0.02], [-0.01, 0.02, -0.10], [-0.05, 0.05, -0.08], [-0.12, 0.03, 0.01], [-0.02, 0.00, 0.05], [0.01, -0.03, 0.05], [-0.03, -0.13, -0.42], [0.12, 0.22, -0.15], [-0.10, 0.10, 1.06], [-0.11, -0.42, 0.51], [0.05, 0.20, -0.11], [-0.01, 0.03, -0.04], [0.02, 0.04, -0.08], [0.00, 0.03, 0.13], [-0.07, -0.22, -0.33], [-0.04, 0.07, 0.03], [0.07, 0.00, 0.07], [-0.02, 0.03, 0.05], [-0.03, -0.06, -0.06], [-0.05, -0.08, 0.03], [0.05, -0.01, 0.09], [-0.02, 0.09, 0.06], [0.04, 0.11, 0.01]], "mulliken_charge": [0.58, -0.07, -0.20, -0.54, -0.61, -0.66, 0.72, 0.22, 0.04, -0.66, -0.57, 0.56, 0.49, 0.59, -1.12, 0.95, -0.38, 0.32, 0.31, 0.31, -1.06, 1.15, 0.15, -0.69, -0.91, 0.25, -1.02, 0.81, -0.57, -0.51, 0.30, -0.72, -0.49, -0.65, -0.61, 1.06, 0.04, 0.58, 0.08, 0.51, 0.50, 0.40, 0.35, 0.45, 0.39, 0.42, 0.37, 0.29, 0.42, -0.28, -0.69, -0.54, -0.41, -0.60, 0.15, -0.37, -0.62, -0.45, -0.60, -0.22, 0.42, 0.41, 0.42, 0.44, 0.31, 0.35, 0.40, 0.39, 0.39, 0.40, -0.79, 0.61, -0.29, 0.65, -0.16, -0.80, -0.37, -0.93, -0.26, -0.52, 0.52, 0.50, 0.34, 0.42, 0.41, 0.42, 0.41]}

{"formula": "C39H35N3P2S6W", "method": "the ωB97M-V functional and the def2-TZVPD basis", "relative_energy_kj_mol": 494.4, "largest_force_ev_per_a": 0.74, "mol_weight_g_mol": 983.92, "charge": 2, "species": ["W", "C", "C", "P", "C", "C", "C", "C", "C", "C", "C", "C", "C", "C", "C", "C", "C", "P", "C", "C", "C", "C", "C", "C", "C", "C", "C", "C", "C", "C", "H", "H", "H", "H", "H", "H", "H", "H", "H", "H", "H", "H", "H", "H", "H", "H", "H", "H", "H", "H", "H", "H", "H", "H", "H", "H", "C", "N", "C", "C", "N", "C", "S", "C", "C", "C", "C", "C", "N", "H", "H", "H", "H", "H", "H", "H", "H", "H", "S", "C", "S", "C", "C", "S", "S", "S"], "coordinates": [[0.3829, -0.9359, 0.4550], [-0.5898, 2.4874, 2.7156], [0.7140, 2.1090, 2.0026], [0.6347, 2.9727, 0.3735], [1.7112, 4.4124, 0.5557], [3.0965, 4.3109, 0.6863], [3.8617, 5.4534, 0.8382], [3.2506, 6.7022, 0.8647], [1.8750, 6.8099, 0.7352], [1.1037, 5.6671, 0.5769], [1.3050, 2.0712, -1.0509], [1.4017, 2.8702, -2.1975], [1.5654, 2.3155, -3.4541], [1.6381, 0.9350, -3.6282], [1.6014, 0.1268, -2.5121], [1.4141, 0.6809, -1.2308], [-1.8270, 1.7027, 2.2322], [-1.8579, 1.3463, 0.4319], [-2.5577, 2.7590, -0.4648], [-3.6930, 3.3819, 0.0482], [-4.2807, 4.4295, -0.6448], [-3.7605, 4.8306, -1.8665], [-2.6520, 4.1869, -2.3973], [-2.0444, 3.1579, -1.6953], [-3.2002, 0.1750, 0.0751], [-2.8816, -0.4183, -1.2581], [-3.9165, -1.2875, -1.9895], [-4.9472, -1.9668, -1.0694], [-4.8070, -1.6430, 0.4386], [-4.1463, -0.3575, 0.8467], [-0.7774, 3.5578, 2.5909], [-0.4859, 2.3184, 3.7900], [0.7508, 1.0176, 1.9228], [1.5953, 2.3999, 2.5764], [3.5756, 3.3386, 0.6625], [4.9359, 5.3744, 0.9349], [3.8529, 7.5922, 0.9841], [1.4011, 7.7815, 0.7518], [0.0293, 5.7468, 0.4615], [1.3275, 3.9475, -2.1011], [1.6417, 2.9702, -4.3124], [1.7802, 0.5124, -4.6124], [1.7708, -0.9382, -2.6081], [1.9230, 0.0595, -0.4522], [-2.7365, 2.2058, 2.5672], [-1.8228, 0.7056, 2.6919], [-4.1256, 3.0568, 0.9866], [-5.1503, 4.9246, -0.2350], [-4.2248, 5.6418, -2.4100], [-2.2572, 4.4904, -3.3578], [-1.1725, 2.6655, -2.1048], [-2.4301, 0.3253, -1.9197], [-4.2774, -0.9145, -2.9418], [-5.9603, -2.0454, -1.4497], [-5.7269, -1.8268, 0.9902], [-4.3432, 0.0283, 1.8419], [-0.7915, -1.8437, 5.6192], [-1.6545, -2.1461, 4.4843], [-2.9673, -2.5537, 4.5673], [-3.4180, -2.7405, 3.3182], [-2.3602, -2.4486, 2.4432], [-1.2929, -2.0656, 3.1973], [0.2989, -1.6645, 2.7319], [-2.4762, -2.4426, 1.0411], [-3.8160, -2.8861, 0.5609], [-4.0018, -3.1881, -0.9323], [-2.9738, -2.5262, -1.8567], [-1.9399, -1.6568, -1.1136], [-1.5665, -1.9360, 0.2837], [-1.2333, -2.2793, 6.5106], [-0.6986, -0.7655, 5.7429], [0.1921, -2.2781, 5.4580], [-3.4636, -2.6775, 5.5132], [-4.3933, -3.0281, 2.9852], [-4.2008, -3.6907, 1.1784], [-4.2947, -4.2053, -1.1709], [-2.5984, -3.1126, -2.6887], [-1.0106, -1.5399, -1.6793], [6.6576, -4.4501, -0.9390], [5.2722, -3.6943, -0.5957], [3.7123, -4.1464, -1.2692], [2.7809, -2.9479, -0.4222], [3.4558, -2.1217, 0.4251], [2.6081, -0.9296, 1.3469], [5.1608, -2.3608, 0.5593], [1.0751, -2.7982, -0.5592]], "atomic_forces_ev_per_a": [[0.19, -0.10, -0.39], [-0.06, 0.05, 0.14], [0.07, -0.13, 0.07], [-0.14, 0.08, -0.02], [-0.04, 0.05, 0.03], [0.02, -0.03, 0.01], [0.03, -0.01, 0.00], [-0.03, 0.00, 0.00], [0.01, 0.04, 0.00], [0.04, -0.05, -0.01], [0.02, 0.05, -0.05], [0.02, -0.05, 0.05], [0.00, 0.00, -0.04], [0.00, 0.02, 0.07], [-0.04, -0.06, -0.06], [-0.16, -0.18, 0.11], [-0.09, 0.00, 0.01], [0.34, -0.24, 0.07], [-0.08, 0.08, -0.08], [0.08, 0.05, -0.04], [-0.01, -0.01, 0.02], [-0.02, 0.03, -0.01], [0.05, -0.02, -0.03], [-0.12, -0.01, 0.02], [-0.09, 0.03, 0.12], [-0.05, 0.06, -0.09], [0.03, 0.06, -0.05], [-0.13, 0.01, -0.02], [-0.08, 0.05, 0.05], [0.08, 0.09, -0.04], [0.02, -0.02, 0.00], [0.00, 0.02, -0.01], [0.14, 0.05, -0.04], [-0.03, 0.04, -0.03], [0.01, 0.00, 0.00], [0.02, 0.00, 0.00], [0.01, 0.02, 0.00], [0.00, 0.02, 0.00], [-0.01, 0.00, 0.00], [-0.01, 0.00, 0.01], [0.01, 0.00, -0.01], [0.00, -0.02, -0.01], [-0.01, 0.01, -0.01], [-0.03, 0.29, 0.15], [-0.01, -0.04, -0.05], [0.00, 0.02, 0.00], [-0.01, 0.00, 0.02], [-0.01, 0.01, 0.00], [-0.01, 0.01, -0.01], [0.00, 0.01, -0.01], [0.03, 0.00, -0.02], [-0.01, -0.01, 0.03], [0.01, 0.00, -0.01], [0.00, 0.00, 0.00], [0.00, 0.02, 0.01], [-0.02, 0.01, 0.02], [0.15, 0.05, 0.14], [0.02, 0.00, -0.35], [-0.19, -0.09, -0.07], [-0.06, -0.02, 0.12], [0.17, 0.02, 0.18], [-0.03, 0.06, 0.12], [-0.02, 0.21, 0.13], [0.10, 0.17, -0.31], [0.05, -0.08, -0.02], [0.02, -0.11, 0.02], [-0.01, -0.01, 0.03], [0.21, -0.06, -0.21], [-0.04, -0.16, 0.42], [-0.01, 0.01, -0.01], [0.01, -0.02, -0.01], [-0.02, -0.01, 0.01], [-0.03, -0.01, 0.00], [-0.04, -0.02, 0.02], [0.04, -0.02, 0.01], [0.00, 0.00, 0.01], [0.00, 0.01, -0.01], [-0.09, -0.03, -0.02], [-0.24, 0.17, 0.00], [0.13, -0.15, 0.12], [0.10, 0.00, -0.06], [0.57, 0.38, 0.29], [-0.23, -0.32, -0.44], [-0.15, -0.01, 0.30], [0.06, -0.07, -0.12], [-0.38, -0.21, -0.19]], "mulliken_charge": [0.92, -1.57, 0.32, 0.87, 0.46, -0.38, -0.73, -0.50, -0.73, -0.31, 0.63, -1.48, -0.51, -1.15, -0.70, 1.15, -0.14, 0.27, 1.31, -1.00, -0.82, -0.69, -0.95, -0.17, 0.83, -0.98, -0.57, -0.25, -0.57, -0.86, 0.44, 0.50, -0.57, 0.77, 0.44, 0.43, 0.41, 0.43, 0.38, 0.47, 0.46, 0.47, 0.47, -0.33, 0.73, -0.18, 0.28, 0.46, 0.42, 0.48, 0.36, 0.71, 0.51, 0.46, 0.68, 0.46, -0.83, 0.17, -0.94, -0.26, 0.58, 0.24, -0.51, 0.25, -1.04, -0.71, -0.74, -0.96, 0.08, 0.33, 0.31, 0.39, 0.50, 0.45, 1.27, 0.52, 0.48, 0.81, -0.12, 0.12, -0.02, 0.24, 0.34, -0.49, -0.02, -0.31]}

no.,frontier orbital gap (eV)
1,6.999
2,5.492